[1]
Molecular formula: C3H6N2O
Method: DFT, ωB97M-V/def2-TZVPD

CARTESIAN COORDINATES (ANGSTROEM)
1 C -0.420 0.705 1.456
2 N -0.463 -0.239 0.357
3 C 0.278 -0.270 -0.741
4 N 1.207 0.672 -0.918
5 C -0.879 -2.164 -1.351
6 O -0.555 -2.635 -2.349
7 H -0.598 1.727 1.101
8 H -1.180 0.479 2.209
9 H 0.557 0.686 1.952
10 H 1.739 0.606 -1.770
11 H 1.431 1.446 -0.300
12 H -1.117 -1.013 0.354

Cartesian forces, eV/Å:
C 0.13 0.22 0.07
N 0.22 0.13 -0.16
C 0.06 0.30 0.28
N 0.08 0.07 -0.05
C 0.17 -1.27 -1.73
O -0.47 0.54 1.28
H 0.00 -0.09 0.02
H 0.12 -0.09 -0.26
H -0.08 -0.02 -0.04
H 0.00 0.16 0.20
H -0.10 -0.10 0.01
H -0.12 0.15 0.36

As for the LUMO energy: 0.76 eV. The largest force on an atom is 2.156 eV Å⁻¹. The charge is 0. The energy is -8234.140 eV. The calculation puts the HOMO energy at -8.03 eV. As for the multiplicity: 1.

[2]
Molecular formula: C14H3Cl5N2O4S5Tc
Method: DFT, ωB97M-V/def2-TZVPD

CARTESIAN COORDINATES (ANGSTROEM)
1 Tc -0.500 0.719 -0.296
2 O 2.645 0.488 5.485
3 C 2.301 1.302 4.458
4 O 2.380 2.485 4.548
5 C 1.902 0.598 3.206
6 C 2.580 -0.427 2.579
7 N 1.957 -0.666 1.411
8 N 0.904 0.139 1.260
9 C 0.862 0.923 2.321
10 C -0.293 1.878 2.344
11 O -0.665 2.412 3.346
12 O -0.886 1.990 1.149
13 H 2.334 -0.410 5.317
14 H 3.469 -0.965 2.867
15 H 2.178 -1.353 0.707
16 S 0.902 3.902 -6.612
17 C 0.586 3.219 -5.171
18 S -0.976 3.273 -4.404
19 C -0.554 2.351 -2.987
20 C 0.722 1.922 -2.929
21 S 1.229 0.953 -1.573
22 S 1.773 2.333 -4.255
23 S -1.694 2.022 -1.722
24 Cl -2.123 -0.924 1.756
25 C -1.978 -1.773 0.243
26 C -1.334 -1.127 -0.811
27 C -1.378 -1.766 -2.053
28 Cl -0.709 -1.010 -3.451
29 C -1.962 -3.025 -2.203
30 Cl -1.971 -3.801 -3.736
31 C -2.547 -3.661 -1.111
32 Cl -3.255 -5.214 -1.286
33 C -2.572 -3.023 0.126
34 Cl -3.329 -3.765 1.479

Cartesian forces, eV/Å:
Tc -0.06 0.11 0.13
O -0.08 0.00 -0.02
C 0.07 0.01 0.06
O 0.00 0.01 -0.01
C 0.02 0.01 0.01
C 0.02 -0.01 0.02
N -0.06 -0.02 0.04
N 0.00 -0.21 0.04
C -0.08 0.01 -0.11
C -0.25 -0.11 -0.24
O 0.00 0.13 0.07
O 0.34 -0.01 0.42
H 0.03 -0.01 0.01
H 0.00 -0.02 -0.01
H -0.01 0.01 -0.02
S 0.01 0.05 -0.04
C 0.02 -0.07 -0.05
S -0.02 0.00 0.07
C -0.11 0.04 0.06
C 0.12 -0.13 0.16
S 0.09 0.27 -0.35
S -0.04 0.01 0.05
S -0.05 -0.08 -0.30
Cl 0.07 0.04 -0.10
C -0.08 0.00 0.03
C -0.01 0.08 0.13
C 0.09 -0.05 -0.02
Cl -0.04 -0.06 0.03
C 0.02 0.01 -0.10
Cl -0.01 0.00 0.02
C -0.02 -0.03 0.02
Cl 0.01 0.02 0.00
C -0.02 -0.01 0.06
Cl 0.02 0.01 -0.05

As for the LUMO energy (spin up / spin down): -1.87 / -2.18 eV. The largest force on an atom is 0.541 eV Å⁻¹. The charge is 0. The energy is -144724.651 eV. The calculation puts the HOMO energy (spin up / spin down) at -8.16 / -8.18 eV. As for the multiplicity: 2.

[3]
Molecular formula: C19H22CoN8O4S
Method: DFT, ωB97M-V/def2-TZVPD

CARTESIAN COORDINATES (ANGSTROEM)
1 Co 0.226 -1.320 -0.790
2 N 1.743 -1.364 3.042
3 C 0.477 -1.286 3.567
4 C 0.014 -1.365 4.871
5 C -1.347 -1.235 5.063
6 C -2.212 -1.006 3.990
7 C -1.757 -0.932 2.690
8 C -0.390 -1.106 2.462
9 N 0.366 -1.121 1.313
10 C 1.629 -1.266 1.702
11 C 2.710 -1.281 0.752
12 C 4.060 -1.220 0.982
13 S 4.918 -1.239 -0.495
14 C 3.426 -1.325 -1.331
15 N 2.370 -1.337 -0.574
16 H 2.591 -1.497 3.570
17 H 0.695 -1.522 5.690
18 H -1.752 -1.294 6.060
19 H -3.266 -0.882 4.189
20 H -2.452 -0.752 1.888
21 H 4.579 -1.169 1.918
22 H 3.395 -1.361 -2.402
23 N 0.033 -1.329 -3.181
24 N -1.319 -1.140 -3.512
25 C -2.275 -1.366 -2.592
26 N -3.554 -1.320 -2.924
27 N -1.821 -1.658 -1.373
28 N -2.602 -2.165 -0.401
29 O -1.978 -2.735 0.467
30 O -3.802 -2.020 -0.426
31 H 0.593 -0.562 -3.548
32 H 0.386 -2.210 -3.559
33 H -1.580 -1.038 -4.489
34 H -3.870 -1.198 -3.872
35 H -4.246 -1.484 -2.194
36 C -1.639 1.804 -0.005
37 C -0.323 1.793 -0.711
38 O 0.178 0.734 -1.116
39 C 0.362 3.060 -0.938
40 C 1.661 3.036 -1.468
41 C 2.343 4.210 -1.702
42 C 1.739 5.428 -1.418
43 C 0.452 5.466 -0.897
44 C -0.237 4.295 -0.655
45 H -1.983 0.781 0.125
46 H -2.372 2.366 -0.579
47 H -1.556 2.285 0.967
48 H 2.114 2.077 -1.674
49 H 3.341 4.187 -2.112
50 H 2.272 6.347 -1.602
51 H -0.014 6.416 -0.687
52 H -1.236 4.346 -0.254
53 O 0.288 -3.572 -0.880
54 H 1.035 -4.148 -0.695
55 H -0.414 -3.805 -0.250

Cartesian forces, eV/Å:
Co 0.06 -0.53 -0.97
N 0.21 -0.04 -0.30
C -0.90 0.14 -0.32
C -0.09 0.02 0.12
C 0.35 0.00 0.02
C -0.05 0.07 -0.23
C 0.04 -0.03 0.05
C 0.06 -0.07 1.00
N 0.79 -0.22 -0.94
C -0.71 0.12 0.27
C 1.16 0.01 0.15
C -0.45 -0.09 -0.29
S -0.70 -0.07 -0.04
C 0.53 0.06 -0.04
N -1.39 0.24 0.10
H 0.00 0.00 -0.06
H 0.05 -0.02 0.20
H -0.02 -0.01 0.13
H -0.07 0.00 -0.02
H -0.06 0.01 -0.08
H 0.09 0.04 0.20
H -0.03 0.00 -0.27
N 0.34 -0.24 0.57
N 0.09 0.18 -0.47
C -0.49 -0.23 0.29
N -0.16 -0.03 -0.01
N 2.25 0.82 0.21
N -0.27 -0.23 0.04
O -0.25 -0.43 0.48
O -0.63 -0.02 0.20
H -0.25 0.04 0.09
H -0.25 0.13 -0.01
H 0.12 0.01 0.27
H 0.12 0.00 -0.08
H 0.29 0.07 -0.20
C 0.00 -0.36 0.06
C -0.13 -0.07 -0.01
O 0.07 0.18 0.00
C 0.46 0.38 -0.24
C -0.28 -0.08 0.14
C 0.03 0.02 -0.04
C -0.11 -0.09 0.05
C 0.08 0.14 -0.05
C 0.12 -0.35 -0.03
H -0.08 0.00 0.03
H -0.06 0.03 -0.08
H 0.03 0.03 0.09
H 0.07 -0.01 -0.04
H 0.09 0.00 -0.01
H 0.05 0.11 -0.02
H -0.04 0.07 0.03
H -0.12 0.01 0.06
O -0.04 0.35 0.01
H 0.10 -0.07 0.05
H 0.03 -0.01 -0.04

As for the LUMO energy (spin up / spin down): -6.46 / -5.63 eV. The largest force on an atom is 2.401 eV Å⁻¹. The charge is +2. The energy is -88618.146 eV. The calculation puts the HOMO energy (spin up / spin down) at -13.72 / -13.72 eV. As for the multiplicity: 2.

[4]
Molecular formula: H8O8STl
Method: DFT, ωB97M-V/def2-TZVPD

CARTESIAN COORDINATES (ANGSTROEM)
1 Tl -10.819 -16.025 18.450
2 S -10.014 -16.435 15.001
3 O -10.519 -15.197 15.622
4 O -9.771 -17.408 16.051
5 O -10.946 -16.928 14.017
6 O -8.781 -15.981 14.399
7 O -13.259 -17.223 19.520
8 H -13.473 -18.131 19.766
9 H -14.074 -16.724 19.663
10 O -12.696 -17.369 16.616
11 H -13.623 -17.171 16.426
12 H -12.473 -18.094 16.018
13 O -10.942 -18.943 18.768
14 H -10.989 -19.369 17.903
15 H -10.455 -19.566 19.322
16 O -8.253 -17.252 18.804
17 H -7.455 -17.161 18.266
18 H -8.031 -17.917 19.467

Cartesian forces, eV/Å:
Tl -0.23 -0.56 0.48
S -1.47 -2.39 1.31
O 0.33 0.65 -0.55
O 0.37 0.28 0.24
O -0.25 0.50 -0.86
O 1.06 1.04 -0.63
O -0.24 0.26 0.13
H 0.18 0.06 -0.09
H 0.13 -0.09 0.07
O 0.07 -0.06 -0.27
H 0.11 -0.01 0.11
H -0.05 0.12 -0.01
O 0.02 -0.06 0.02
H 0.02 0.06 0.08
H -0.06 0.10 -0.06
O 0.15 -0.02 0.01
H -0.13 0.01 0.07
H -0.02 0.12 -0.06

As for the LUMO energy: -10.26 eV. The largest force on an atom is 3.100 eV Å⁻¹. The charge is +1. The energy is -32026.810 eV. The calculation puts the HOMO energy at -14.77 eV. As for the multiplicity: 1.

[5]
Molecular formula: C25H42N4O6
Method: DFT, ωB97M-V/def2-TZVPD

CARTESIAN COORDINATES (ANGSTROEM)
1 C -6.676 -1.404 0.476
2 C -5.585 -0.718 -0.345
3 C -5.658 0.794 -0.154
4 C -4.219 -1.284 0.056
5 C -3.049 -0.779 -0.796
6 N -1.984 -1.760 -0.780
7 C -0.691 -1.437 -0.903
8 O -0.307 -0.281 -1.059
9 C 0.205 -2.599 -0.830
10 N -0.310 -3.863 -0.913
11 C 0.703 -4.676 -0.809
12 N 1.863 -4.008 -0.654
13 C 1.580 -2.673 -0.667
14 C 2.680 -1.728 -0.371
15 O 3.781 -2.167 -0.063
16 N 2.365 -0.431 -0.467
17 C 3.200 0.593 0.102
18 C 3.308 1.814 -0.812
19 C 3.870 1.488 -2.200
20 C 3.833 2.746 -3.066
21 C 5.293 0.941 -2.123
22 C 2.667 1.020 1.480
23 O 3.095 1.974 2.079
24 O 1.719 0.193 1.877
25 C 1.063 0.316 3.167
26 C 2.098 0.168 4.281
27 C 0.067 -0.843 3.176
28 C 0.323 1.647 3.263
29 C -2.483 0.534 -0.215
30 O -2.110 0.622 0.927
31 O -2.579 1.503 -1.104
32 C -2.078 2.843 -0.840
33 C -2.779 3.455 0.371
34 C -2.426 3.621 -2.109
35 C -0.565 2.788 -0.643
36 H -7.658 -1.042 0.182
37 H -6.652 -2.482 0.330
38 H -6.537 -1.197 1.535
39 H -5.755 -0.944 -1.405
40 H -6.668 1.150 -0.350
41 H -5.392 1.059 0.867
42 H -4.981 1.303 -0.834
43 H -4.013 -1.047 1.103
44 H -4.261 -2.372 -0.038
45 H -3.369 -0.589 -1.829
46 H -2.205 -2.743 -0.703
47 H 0.629 -5.745 -0.843
48 H 2.800 -4.360 -0.519
49 H 1.396 -0.181 -0.684
50 H 4.190 0.152 0.274
51 H 3.941 2.551 -0.315
52 H 2.311 2.246 -0.924
53 H 3.228 0.729 -2.660
54 H 2.820 3.133 -3.142
55 H 4.464 3.520 -2.634
56 H 4.194 2.530 -4.069
57 H 5.314 -0.026 -1.628
58 H 5.700 0.813 -3.123
59 H 5.935 1.628 -1.576
60 H 1.598 0.144 5.246
61 H 2.793 1.003 4.264
62 H 2.656 -0.757 4.151
63 H -0.455 -0.877 4.128
64 H -0.658 -0.702 2.379
65 H 0.587 -1.785 3.019
66 H 1.011 2.478 3.133
67 H -0.449 1.689 2.498
68 H -0.149 1.729 4.239
69 H -2.557 2.887 1.270
70 H -2.435 4.476 0.508
71 H -3.857 3.464 0.219
72 H -3.503 3.635 -2.258
73 H -1.963 3.149 -2.971
74 H -2.067 4.643 -2.028
75 H -0.106 2.308 -1.504
76 H -0.169 3.793 -0.529
77 H -0.319 2.205 0.239

Cartesian forces, eV/Å:
C 0.16 0.06 -0.26
C 0.00 -0.05 0.25
C 0.00 -0.21 -0.20
C -0.11 0.09 -0.29
C 0.11 0.22 -0.03
N -0.20 -0.11 0.08
C -0.13 -0.11 -0.06
O 0.10 0.08 -0.13
C 0.91 -0.36 0.03
N -0.36 -0.03 -0.04
C -0.02 -0.11 0.00
N 0.10 0.24 -0.02
C -0.53 0.04 0.03
C -0.01 0.28 -0.18
O 0.12 -0.20 0.10
N 0.09 0.12 -0.22
C 0.17 0.12 0.19
C 0.10 -0.35 -0.13
C 0.05 0.21 0.08
C -0.08 -0.28 0.08
C -0.31 -0.07 -0.04
C 0.45 0.05 -0.41
O 0.00 0.04 0.06
O -0.37 -0.25 0.15
C -0.23 0.07 0.66
C 0.00 0.08 -0.32
C 0.30 0.26 -0.21
C 0.21 -0.11 -0.23
C -0.37 -0.38 0.14
O -0.02 0.09 0.03
O -0.08 0.29 -0.38
C 0.21 0.59 0.17
C 0.06 -0.28 -0.10
C 0.03 -0.37 0.27
C -0.25 -0.21 -0.05
H -0.13 0.02 0.01
H -0.03 -0.14 0.03
H 0.00 0.02 0.17
H 0.02 -0.01 0.01
H -0.08 0.08 -0.01
H 0.04 0.08 0.16
H 0.04 0.16 -0.03
H 0.04 -0.08 0.04
H 0.01 -0.04 0.03
H 0.02 -0.01 0.18
H 0.04 0.08 0.03
H 0.09 -0.23 0.00
H -0.05 0.01 0.03
H 0.06 -0.18 -0.01
H -0.17 0.11 0.01
H -0.04 0.06 0.00
H -0.07 0.12 0.02
H 0.02 0.03 0.01
H -0.11 0.11 -0.03
H 0.09 0.14 0.04
H 0.04 0.03 -0.12
H 0.09 -0.14 0.08
H 0.09 -0.03 -0.08
H 0.13 0.10 0.08
H -0.08 -0.03 0.09
H 0.03 0.02 0.06
H 0.04 -0.11 0.03
H -0.06 0.01 0.13
H -0.11 -0.02 -0.05
H 0.07 -0.13 0.04
H 0.00 0.06 0.06
H -0.12 0.03 -0.06
H -0.08 -0.02 0.12
H 0.00 0.04 0.06
H 0.02 0.14 -0.03
H -0.12 0.04 -0.02
H -0.12 0.03 -0.02
H 0.07 -0.02 -0.11
H 0.04 0.11 0.03
H 0.09 0.01 -0.10
H 0.02 0.13 -0.01
H 0.07 -0.02 0.10

As for the LUMO energy: 0.61 eV. As for the SMILES: CC(C)C[C@H](NC(=O)c1nc[nH]c1C(=O)N[C@@H](CC(C)C)C(=O)OC(C)(C)C)C(=O)OC(C)(C)C. The largest force on an atom is 0.981 eV Å⁻¹. The charge is 0. The energy is -44856.023 eV. The calculation puts the HOMO energy at -9.08 eV. As for the multiplicity: 1.